The following is a quantum chemistry calculation of a molecular structure, C35H48F3GeO10P2ReS at a distorted geometry, from the Open Molecules 2025 dataset.

Last column: Mulliken charge in e.
Element x y z (Å)
Re: 1.19 -0.74 -0.04  2.00
C: -1.19 5.18 2.07  -1.16
C: -0.32 4.19 2.80  0.61
C: -1.02 3.47 3.93  -1.39
O: 0.28 3.20 1.85  -0.09
P: -0.37 2.20 0.88  -0.91
O: 0.24 0.82 1.03  -0.60
C: -0.14 2.78 -0.82  -0.13
P: 1.49 2.24 -1.37  -0.04
O: 1.36 0.73 -1.55  -1.45
O: 1.89 2.96 -2.66  0.13
C: 2.16 2.35 -4.00  1.17
C: 3.61 2.57 -4.32  -1.54
C: 1.20 2.99 -4.97  -1.51
O: 2.44 2.62 -0.22  0.10
C: 3.30 3.83 -0.02  0.35
C: 2.53 5.10 -0.31  -1.06
C: 4.57 3.69 -0.83  -1.18
O: -1.90 2.18 1.19  -0.03
C: -2.78 1.10 0.69  2.78
C: -3.02 0.13 1.83  -1.26
C: -4.03 1.77 0.17  -1.78
H: -1.56 5.92 2.78  0.49
H: -2.05 4.69 1.62  0.22
H: -0.63 5.71 1.29  0.30
H: 0.57 4.68 3.18  0.40
H: -1.94 3.00 3.59  0.19
H: -1.26 4.19 4.71  0.55
H: -0.37 2.70 4.36  0.33
H: -0.24 3.87 -0.89  0.68
H: -0.90 2.30 -1.43  0.36
H: 1.96 1.28 -3.90  0.00
H: 3.84 3.64 -4.31  0.34
H: 3.82 2.19 -5.32  0.50
H: 4.26 2.06 -3.60  0.26
H: 1.36 4.06 -5.01  0.36
H: 0.16 2.79 -4.70  0.33
H: 1.38 2.58 -5.97  0.44
H: 3.52 3.76 1.04  0.44
H: 2.27 5.17 -1.37  0.23
H: 3.17 5.95 -0.07  0.55
H: 1.64 5.17 0.30  0.05
H: 4.37 3.86 -1.89  0.16
H: 5.02 2.71 -0.70  0.25
H: 5.28 4.45 -0.49  0.55
H: -2.25 0.58 -0.11  -1.59
H: -3.45 0.65 2.69  0.50
H: -2.08 -0.33 2.14  0.08
H: -3.70 -0.65 1.51  0.40
H: -4.51 2.33 0.97  0.38
H: -4.73 1.01 -0.18  0.41
H: -3.80 2.45 -0.65  0.39
C: 1.34 -2.03 3.33  -1.36
C: 1.11 -2.85 2.09  -0.27
O: 1.46 -3.99 1.94  -0.48
H: 1.38 -2.66 4.21  0.50
H: 0.59 -1.24 3.43  0.34
H: 2.32 -1.54 3.21  0.29
F: 5.49 -2.35 -0.67  -0.17
C: 5.08 -1.49 0.23  0.62
F: 6.03 -0.65 0.58  -0.16
F: 4.60 -2.12 1.30  -0.16
S: 3.68 -0.52 -0.50  0.53
O: 4.25 0.45 -1.36  -0.43
O: 2.78 -1.56 -1.10  -0.63
O: 2.89 -0.04 0.72  -0.60
C: 0.42 -2.12 0.91  1.84
Ge: -1.22 -3.25 0.33  1.51
C: -0.51 -4.83 -0.47  0.47
C: -0.65 -6.04 0.21  -0.36
C: -0.18 -7.21 -0.36  -0.75
C: 0.44 -7.17 -1.61  -0.52
C: 0.58 -5.97 -2.29  -0.95
C: 0.10 -4.80 -1.72  -0.23
C: -2.43 -3.54 1.78  0.83
C: -3.72 -3.97 1.44  -0.92
C: -4.65 -4.24 2.43  -0.86
C: -4.30 -4.11 3.77  -0.58
C: -3.02 -3.70 4.12  -0.82
C: -2.09 -3.42 3.13  0.07
C: -1.85 -1.94 -0.97  0.64
C: -0.86 -1.27 -1.68  -0.97
C: -1.17 -0.31 -2.65  -1.11
C: -2.50 -0.02 -2.91  -0.72
C: -3.50 -0.69 -2.21  -0.77
C: -3.18 -1.64 -1.24  -0.49
H: -1.12 -6.07 1.19  0.41
H: -0.29 -8.15 0.16  0.42
H: 0.81 -8.09 -2.05  0.42
H: 1.06 -5.95 -3.26  0.44
H: 0.20 -3.87 -2.27  0.30
H: -3.99 -4.12 0.40  0.48
H: -5.65 -4.57 2.16  0.44
H: -5.03 -4.34 4.54  0.42
H: -2.75 -3.62 5.16  0.45
H: -1.10 -3.10 3.42  0.33
H: 0.16 -1.72 -1.72  1.01
H: -0.38 0.17 -3.21  0.77
H: -2.76 0.71 -3.67  0.48
H: -4.54 -0.48 -2.43  0.53
H: -3.98 -2.14 -0.71  0.23

HOMO energy (alpha / beta) ... -13.6 / -13.6 eV
Charge ... +2
ΔE to the lowest compared entry with this formula, charge and spin ... 0.680 eV